Formula: C4H12N2O
Source: the OMol25 dataset
Level of theory: ωB97M-V/def2-TZVPD

The spin multiplicity is 2. The calculation puts the HOMO energy (alpha / beta) at 0.063 / -2.992 eV. The calculation puts the energy at -344.19059 Ha. Its expectation value of S² is 0.75. As for the total charge: -1. For the energy above the lowest of the compared OMol25 structures with the same formula, charge and spin, the calculation gives 78.3 kcal per mole. The max |F| comes out at 4.43 eV/A.

Geometry as XYZ:
```
19
Properties=species:S:1:pos:R:3:forces:R:3
C 0.18173 0.71993 3.39817 -2.033 1.161 -3.760
N -0.44917 1.90449 -0.08679 -1.572 0.047 -2.297
C 0.16023 1.38522 0.96686 0.709 -0.639 0.073
N -0.26623 0.30644 1.83054 2.856 -1.568 2.059
H -0.69091 0.43386 3.97434 0.533 -0.411 0.649
H 0.16816 1.81271 3.21938 0.431 -0.404 0.851
H 1.16545 0.29712 3.48717 0.153 -0.081 0.995
H -1.27077 0.10990 -0.56423 0.210 -1.397 -0.455
H -1.01121 1.36873 -0.86837 1.324 1.747 2.281
H 1.24346 1.58342 1.07972 -0.003 0.298 0.046
H 0.55614 -0.44265 1.83231 -2.308 1.197 -0.912
C 0.10246 -0.65368 -1.77741 -1.064 0.577 -0.378
O -1.21755 -0.63120 -1.23754 -0.271 -0.309 0.898
C 0.07991 -1.77912 -2.81911 0.755 1.143 0.711
H 0.86131 -0.75087 -0.97704 -0.202 0.027 -0.480
H 0.15636 0.32480 -2.28637 1.000 -0.309 0.134
H 1.00932 -1.78539 -3.39048 0.124 -0.215 0.074
H -0.71115 -1.49614 -3.50039 -0.401 -0.511 -0.141
H -0.06756 -2.70757 -2.28077 -0.241 -0.354 -0.349
```
Forces are in eV/Å.

---

Formula: C5H10O2
Source: the OMol25 dataset
Level of theory: ωB97M-V/def2-TZVPD

The spin multiplicity is 1. The calculation puts the HOMO energy (alpha / beta) at -8.673 / -8.677 eV. The calculation puts the energy at -346.82114 Ha. As for the total charge: 0. For the energy above the lowest of the compared OMol25 structures with the same formula, charge and spin, the calculation gives 128.2 kcal per mole. The max |F| comes out at 0.48 eV/A.

Geometry as XYZ:
```
17
Properties=species:S:1:pos:R:3:forces:R:3
C -0.14915 -1.99855 0.26398 0.153 0.116 -0.153
C 0.76025 -2.04056 -0.76514 -0.093 0.226 0.154
C -0.95489 2.21135 0.75226 -0.036 -0.085 0.031
C 1.23355 0.33884 -1.03068 -0.278 -0.214 0.321
C -1.10468 0.72472 1.03169 -0.061 -0.088 0.005
O -0.07889 -0.01475 0.64724 0.081 -0.069 -0.228
O -2.09447 0.24625 1.55695 0.275 0.172 -0.137
H -1.21442 -1.97557 0.08069 0.019 0.017 -0.007
H 0.14053 -2.24691 1.27466 0.008 0.017 -0.023
H 1.78520 -2.32780 -0.57213 -0.013 0.002 0.016
H 0.42588 -2.07528 -1.79345 -0.017 0.007 0.015
H -1.84917 2.73288 1.08612 0.040 -0.027 -0.017
H -0.08245 2.60527 1.27749 -0.036 -0.032 -0.011
H -0.80884 2.38788 -0.31570 -0.012 -0.023 0.033
H 0.43986 0.48396 -1.74524 0.009 0.000 -0.007
H 1.46040 1.16723 -0.38266 -0.016 0.019 0.000
H 2.09130 -0.21895 -1.36609 -0.023 -0.038 0.008
```
Forces are in eV/Å.

---

Formula: C8H8N2O
Source: the OMol25 dataset
Level of theory: ωB97M-V/def2-TZVPD

The spin multiplicity is 3. The calculation puts the HOMO energy (alpha / beta) at -4.902 / -8.089 eV. The calculation puts the energy at -494.10598 Ha. Its expectation value of S² is 2.04. As for the total charge: 0. For the energy above the lowest of the compared OMol25 structures with the same formula, charge and spin, the calculation gives 71.0 kcal per mole. The max |F| comes out at 6.66 eV/A.

Geometry as XYZ:
```
19
Properties=species:S:1:pos:R:3:forces:R:3
C 2.16730 -0.83194 1.90315 -3.232 0.915 0.015
C 2.34769 0.22967 0.96893 1.676 0.583 0.771
C 0.74177 -0.99042 1.86362 1.008 -2.381 0.724
C 1.13435 0.58936 0.36649 -0.121 -0.213 -0.471
C 1.04699 1.29818 -0.87233 3.588 -0.247 4.740
C -1.24320 0.01613 0.53205 1.026 0.113 1.125
C -2.09743 0.52826 -2.58021 0.175 -0.017 -2.287
C -1.14378 0.99780 -1.59442 1.953 0.365 -3.075
N 0.10753 1.36336 -1.68736 -6.177 -1.004 -2.269
N 0.09245 -0.22903 0.92130 2.634 1.754 -1.715
O -2.35802 1.54131 -1.61216 -0.806 1.300 2.001
H 2.90659 -1.25491 2.62823 -1.069 0.327 -0.997
H 3.34955 0.75654 0.91165 -1.566 -0.638 -0.589
H 0.11810 -1.79283 2.19767 0.068 -0.333 0.925
H 1.98518 1.52619 -1.25172 1.737 0.708 -0.546
H -1.44494 1.06875 0.71167 -0.796 -0.313 -0.150
H -1.98240 -0.77951 0.46666 0.253 0.257 0.225
H -2.11525 0.88041 -3.65293 0.288 -0.290 1.330
H -2.59633 -0.38820 -2.42120 -0.637 -0.885 0.242
```
Forces are in eV/Å.

---

Formula: C30H79NO10
Source: the OMol25 dataset
Level of theory: ωB97M-V/def2-TZVPD

The spin multiplicity is 1. The calculation puts the HOMO energy at -9.490 eV. The calculation puts the energy at -1997.47169 Ha. As for the total charge: 0. For the energy above the lowest of the compared OMol25 structures with the same formula, charge and spin, the calculation gives 35.1 kcal per mole. The max |F| comes out at 1.77 eV/A. As for the SMILES: COCCNCCOC.CC(C)O.CC(C)O.CC(C)O.CC(C)O.CC(C)O.CC(C)O.CC(C)O.CC(C)O.

Geometry as XYZ:
```
120
Properties=species:S:1:pos:R:3:forces:R:3
C -14.32898 13.57665 -14.28860 -0.908 1.280 -0.050
O -13.65791 13.14291 -13.13218 0.111 -1.154 -0.408
C -12.33166 12.74648 -13.43435 1.184 1.110 0.473
C -11.68888 11.98973 -12.29462 -1.044 -0.931 1.073
N -12.27944 10.63427 -12.30052 0.067 0.095 -0.636
C -12.26080 9.79817 -11.09193 1.126 -0.103 -1.149
C -13.11525 10.25093 -9.95833 -0.243 -0.342 1.421
O -14.47328 10.25873 -10.32938 0.012 0.011 -0.456
C -15.33085 10.59247 -9.27076 0.035 0.524 0.483
H -14.52981 12.83066 -15.06076 0.324 -0.383 0.251
H -13.83788 14.43898 -14.75576 0.357 -0.189 0.010
H -15.28816 13.98472 -13.96188 -0.045 -0.259 0.059
H -11.75577 13.66715 -13.60765 0.052 -0.051 -0.096
H -12.22170 12.14010 -14.33866 -0.564 -0.091 -0.047
H -11.91535 12.38788 -11.29520 0.191 0.804 -0.323
H -10.60761 11.96784 -12.41795 0.001 -0.103 -0.034
H -13.26336 10.79058 -12.51072 0.019 -0.197 -0.082
H -11.23348 9.62564 -10.75139 0.041 0.459 0.064
H -12.48626 8.81596 -11.51893 -0.677 -0.149 0.720
H -12.82621 11.20768 -9.49586 0.055 0.320 -0.631
H -12.96000 9.58232 -9.09378 -0.126 -0.360 -0.232
H -15.18709 9.93732 -8.40527 -0.174 -0.224 -0.117
H -16.35884 10.57942 -9.62569 0.007 -0.301 -0.045
H -15.15390 11.60876 -8.89056 0.161 0.028 -0.151
C -12.47044 8.76405 -15.53412 0.426 -0.231 0.517
C -11.59035 7.70752 -14.85077 0.152 0.824 0.066
C -10.49742 7.17699 -15.76910 -0.517 0.245 0.061
O -10.94243 8.26983 -13.69042 -0.183 0.199 -0.238
H -13.09098 8.26416 -16.27480 -0.142 0.224 -0.070
H -11.87378 9.55219 -15.99712 0.080 -0.136 -0.181
H -13.07475 9.25490 -14.76795 -0.300 -0.129 -0.143
H -12.25573 6.92548 -14.47468 0.136 -0.269 -0.214
H -9.99305 6.34771 -15.27915 0.090 -0.167 -0.309
H -9.77189 7.96309 -15.98132 0.025 0.063 0.209
H -10.93238 6.92339 -16.73767 0.076 -0.479 0.104
H -11.31742 9.15415 -13.52162 -0.100 -0.083 0.275
C -19.53437 8.87907 -6.22886 -0.871 0.208 0.032
C -18.54813 9.84108 -6.86102 0.924 -0.727 -0.892
C -18.94760 11.29758 -6.82346 0.270 -0.248 0.756
O -17.19308 9.66973 -6.38347 -0.394 0.476 0.504
H -20.42540 8.88447 -6.86787 0.141 -0.342 -0.127
H -19.95896 9.14046 -5.25511 0.603 0.297 0.158
H -19.13353 7.86954 -6.15679 0.000 -0.019 -0.150
H -18.43965 9.52872 -7.91033 -0.587 0.185 -0.113
H -19.96631 11.41232 -7.18818 0.037 0.098 -0.163
H -18.23966 11.90253 -7.38614 -0.124 0.039 -0.136
H -18.92426 11.63890 -5.78461 -0.035 0.068 -0.032
H -16.87913 8.84616 -6.76582 0.065 -0.067 0.116
C -10.97856 14.02786 -16.50444 -1.073 -0.683 0.112
C -10.38320 14.25607 -17.89097 1.058 0.028 0.257
C -9.28195 15.30840 -17.84435 0.328 0.798 0.762
O -9.79832 13.05862 -18.41480 -0.498 0.040 0.176
H -10.32624 14.16719 -15.64120 0.250 0.425 -0.249
H -11.33755 12.99767 -16.38979 0.162 -0.068 -0.406
H -11.90752 14.59072 -16.38144 0.296 0.429 0.181
H -11.17010 14.57406 -18.57690 0.040 -0.213 -0.071
H -8.85987 15.58699 -18.80814 -0.247 -0.175 -0.164
H -8.44274 14.97024 -17.22491 -0.088 -0.401 -0.142
H -9.57613 16.22888 -17.32119 -0.352 -0.051 -0.308
H -9.33072 12.65176 -17.67110 0.219 -0.167 -0.175
C -9.01498 9.27575 -8.45342 -0.331 0.130 0.193
C -7.61068 9.83589 -8.26033 0.128 -1.155 -0.138
C -7.60002 10.98901 -7.28414 -0.600 0.773 -0.715
O -6.66758 8.82955 -7.85649 -0.166 -0.159 0.076
H -9.42185 8.95425 -7.48892 -0.021 0.075 0.034
H -9.13158 8.43773 -9.14160 0.484 0.030 -0.116
H -9.65558 10.07884 -8.82931 -0.069 0.010 0.096
H -7.21536 10.09984 -9.24335 -0.057 0.484 0.094
H -6.57456 11.24977 -7.03861 -0.064 0.084 0.235
H -8.23699 10.84122 -6.40964 0.392 -0.477 0.212
H -8.09402 11.84149 -7.76932 0.338 0.102 -0.038
H -7.04062 8.30544 -7.13922 -0.054 0.082 0.004
C -15.81737 14.93056 -10.79587 0.082 -0.076 -0.504
C -14.48780 15.50010 -10.35027 0.616 -0.941 1.370
C -13.97966 14.74618 -9.08631 -0.215 0.840 -0.386
O -13.49522 15.34109 -11.35928 -0.445 0.334 0.083
H -16.01860 15.17460 -11.84193 -0.046 0.321 0.091
H -16.63724 15.29945 -10.18193 -0.067 -0.244 0.059
H -15.74505 13.83733 -10.77737 -0.262 0.021 0.232
H -14.58928 16.53126 -10.00168 0.231 0.243 -0.839
H -14.01735 13.67381 -9.28305 0.047 -0.053 0.292
H -14.55309 15.04450 -8.20410 -0.221 -0.423 -0.051
H -12.95927 15.07071 -8.88294 0.104 -0.184 -0.133
H -13.62761 14.43952 -11.69794 0.198 0.218 -0.262
C -7.18490 6.41143 -11.58119 -0.255 1.161 0.117
C -8.47082 6.40753 -12.41997 1.362 0.103 0.243
C -8.87538 5.00301 -12.81065 0.200 -0.466 0.050
O -9.47359 7.05985 -11.66293 -0.193 0.168 -0.473
H -6.87057 7.45204 -11.43029 -0.236 0.029 -0.036
H -6.32440 5.97793 -12.08935 -0.207 -0.637 0.199
H -7.39599 6.06354 -10.56934 0.280 -0.569 -0.136
H -8.19323 7.00731 -13.29811 -0.511 -0.078 -0.218
H -8.11747 4.49781 -13.41671 0.052 0.286 -0.149
H -9.81565 4.97355 -13.36213 -0.082 0.014 0.130
H -8.94088 4.38633 -11.90996 -0.355 0.103 0.026
H -10.04925 7.48197 -12.33168 -0.087 -0.084 0.341
C -14.41406 6.15691 -11.44879 -0.584 -0.367 -0.373
C -15.51458 6.86258 -10.67211 -0.780 0.709 0.311
C -16.63204 7.54743 -11.47615 0.843 0.160 -0.499
O -16.13963 5.99120 -9.73162 0.369 -0.160 0.332
H -14.02761 6.77885 -12.25764 -0.004 0.001 -0.008
H -14.85094 5.24594 -11.87534 0.073 0.105 -0.274
H -13.58007 5.80674 -10.84232 -0.075 0.305 0.282
H -15.09265 7.70366 -10.11386 0.196 -0.359 0.366
H -16.15641 8.37456 -12.01344 -0.263 -0.091 -0.309
H -17.37597 7.99680 -10.82043 0.094 -0.148 0.244
H -17.15641 6.88476 -12.16925 0.156 -0.049 -0.079
H -16.62404 5.32649 -10.23342 0.026 -0.011 0.033
C -7.77312 12.86781 -14.30750 -0.149 -0.946 1.358
C -8.03952 11.49840 -14.98137 0.377 1.156 0.281
C -9.44307 11.00449 -14.75612 -0.843 -0.370 0.925
O -7.88143 11.70236 -16.38867 -0.304 -0.341 -0.474
H -6.80246 12.86038 -13.80576 0.225 0.227 -0.471
H -8.45002 12.96428 -13.44811 -0.191 0.299 -0.269
H -7.86732 13.70994 -14.98239 -0.084 -0.011 -0.098
H -7.31639 10.80409 -14.54627 0.003 -0.287 -0.499
H -9.67900 10.60628 -13.76199 0.943 0.021 0.197
H -9.70792 10.15150 -15.37701 -0.005 0.367 -0.506
H -10.16793 11.81980 -14.77190 0.039 0.023 -0.888
H -7.03028 11.44425 -16.74798 0.133 -0.085 0.331
```
Forces are in eV/Å.

---

Formula: C3H10N4O
Source: the OMol25 dataset
Level of theory: ωB97M-V/def2-TZVPD

The spin multiplicity is 1. The calculation puts the HOMO energy at -7.591 eV. The calculation puts the energy at -414.47934 Ha. As for the total charge: 0. For the energy above the lowest of the compared OMol25 structures with the same formula, charge and spin, the calculation gives 84.0 kcal per mole. The max |F| comes out at 0.43 eV/A.

Geometry as XYZ:
```
18
Properties=species:S:1:pos:R:3:forces:R:3
C -1.96045 0.41219 0.65486 -0.052 -0.092 -0.042
C -0.27744 -1.24859 0.10065 0.047 0.007 -0.209
O -0.82649 -1.55263 -1.17928 0.151 0.119 0.289
N -0.59456 -0.04628 0.70719 0.300 0.117 -0.213
H -1.15918 -0.72560 -1.55110 0.014 0.019 0.060
H -0.36686 -2.18506 0.67326 0.019 0.033 -0.029
H -2.66109 -0.29255 1.12736 0.044 0.045 -0.028
H -2.34468 0.60879 -0.36205 0.042 -0.012 0.056
H -2.03505 1.35469 1.20033 0.004 -0.037 -0.024
C 1.04882 0.65785 -0.27807 -0.033 -0.422 0.040
N 1.69402 1.30152 0.78041 -0.077 -0.057 -0.006
N 1.21074 -0.94471 -0.12049 -0.267 0.332 -0.061
N 1.01337 1.16466 -1.44817 -0.043 -0.114 0.212
H 1.96952 2.23512 0.50514 -0.045 -0.051 -0.024
H 1.12435 1.29316 1.61602 0.014 -0.007 -0.056
H 1.60628 -1.39574 -0.94506 -0.056 0.074 0.027
H 1.78277 -1.14231 0.69953 -0.081 0.063 -0.039
H 0.77593 0.50549 -2.18052 0.018 -0.019 0.048
```
Forces are in eV/Å.

---

Q: Among the records above, which one has the highest energy above the lowest of the compared OMol25 structures with the same formula, charge and spin?
A: C5H10O2